No. 1
39
Properties=species:S:1:pos:R:3 method="wB97M-V/def2-TZVPD" largest_force_ev_per_a=19.95 energy_ev=-32296.2761 e_homo_ha=-0.301
C -0.2996 1.8481 -3.8464
C -0.0195 1.7619 -2.3334
C -0.9951 1.6604 -1.3586
C -0.6515 1.7450 -0.0959
C 0.5476 1.8230 0.2233
S 1.2667 1.6482 1.9413
C -0.1346 1.7326 2.8000
C -1.2810 0.6958 2.6996
O -2.5657 1.1615 2.9954
N -0.6510 -0.5269 2.7323
C -1.3508 -1.5761 2.5201
C -1.6730 -2.1648 1.1206
C -0.1616 -2.0394 0.3253
C 0.8170 -2.4603 0.8366
C 2.2843 -2.4636 0.1398
C 2.1971 -2.0422 -1.0887
C 1.1410 -1.5265 -1.6961
C -0.4344 -1.7417 -1.0911
C 1.7636 1.7745 -0.7806
C 1.5221 1.8897 -2.1027
H -1.2205 1.0045 -4.1954
H 0.7607 1.7860 -4.4853
H -0.8407 2.7519 -4.1540
H -1.9230 1.6298 -1.7414
H -1.3890 1.7976 0.5753
H -0.6525 2.8047 2.5981
H 0.1121 2.1501 3.8976
H 0.1679 -0.5032 2.4377
H -2.4686 -1.2768 3.0218
H -0.9478 -2.3732 3.1203
H -2.3163 -1.4534 0.5446
H -2.1591 -3.0153 0.9372
H 0.9291 -2.8175 1.9755
H 3.1141 -2.6911 0.6589
H 3.0452 -2.0732 -1.6250
H 0.9239 -0.9739 -2.6635
H -1.1777 -1.2390 -1.3860
H 2.6848 1.6006 -0.5494
H 2.0355 1.6921 -2.9079

***

No. 2
46
Properties=species:S:1:pos:R:3 method="wB97M-V/def2-TZVPD" s2=6.116 charge=+2 spin_multiplicity=5 largest_force_ev_per_a=5.17 energy_ev=-74461.1568 e_homo_ha="-0.500 / -0.500"
C 3.0912 -0.1616 -0.3986
N 1.7507 -0.2122 -0.6566
N 1.5837 0.1670 -1.9942
C 2.7960 0.2876 -2.5652
C 3.7675 0.0995 -1.5919
B 0.1970 0.3298 -2.7012
N -0.5362 -0.9933 -2.2978
N -0.5160 -1.5299 -1.0080
C -1.2996 -2.6535 -1.0278
C -1.6717 -2.9128 -2.3438
C -1.1715 -1.8592 -3.1103
Fe 0.4269 -1.0321 0.5263
N -0.5170 1.7314 -2.3869
N -0.9737 2.0056 -1.1233
C -1.3223 3.2904 -1.0776
C -1.2191 3.8599 -2.3675
C -0.7017 2.8399 -3.1754
H -1.6176 3.7778 -0.1572
H -0.4564 2.8330 -4.2294
H -1.4826 4.8609 -2.6530
H 0.3640 0.3227 -3.8986
H -1.2205 -1.6696 -4.1766
H 2.8764 0.4735 -3.6255
H -2.2402 -3.7544 -2.6968
H 4.8301 0.1404 -1.7241
H -1.5979 -3.1700 -0.1236
H 3.5033 -0.2400 0.5993
H -1.1156 0.0809 0.6057
C -1.3414 -0.6718 1.4012
H -2.3198 -1.0799 1.1396
H -0.6282 -1.5961 1.5013
H -1.3781 -0.1344 2.3466
Cl -0.1005 2.5837 2.8586
C 0.1311 1.2497 3.9156
C -0.3984 1.3175 5.2071
C -0.2843 0.2113 6.0647
C 0.4026 -0.9315 5.6442
C 0.9619 -0.9864 4.3720
C 0.8387 0.0906 3.4723
C 1.3789 -0.0887 2.1131
H -0.9210 2.2181 5.5278
H -0.7486 0.2415 7.0501
H 0.5070 -1.7954 6.3054
H 1.5075 -1.8730 4.0402
H 2.2520 -0.7601 2.1395
H 1.6165 0.8679 1.6292

***

No. 3
48
Properties=species:S:1:pos:R:3 method="wB97M-V/def2-TZVPD" s2=3.765 charge=+4 spin_multiplicity=4 largest_force_ev_per_a=0.90 energy_ev=-279701.1991 e_homo_ha="-0.719 / -0.719"
Mo -0.7603 -0.3825 -1.2777
O -1.1669 -0.8154 0.5231
S -1.3885 -1.1352 2.0911
C 0.2764 -0.7988 2.7636
C 1.4391 -0.8121 1.7669
C 1.8537 0.6025 1.3520
C 2.9954 0.6131 0.3346
S 2.5431 0.7767 -1.4253
O 0.9965 0.2960 -1.4383
C 2.5789 2.4719 -1.7561
C 3.1983 2.7873 -2.9712
C 3.4068 4.1209 -3.2875
C 2.9981 5.1073 -2.4023
C 2.3756 4.7816 -1.1922
C 2.1648 3.4629 -0.8549
C -1.6050 -2.8439 2.2317
C -2.8464 -3.2161 2.7598
C -3.0849 -4.5572 3.0180
C -2.1017 -5.4956 2.7400
C -0.8669 -5.1138 2.2036
C -0.6031 -3.7851 1.9531
H 0.3785 -1.5502 3.5473
H 0.1718 0.1717 3.2510
H 1.2056 -1.4234 0.8925
H 2.2843 -1.3038 2.2517
H 2.2052 1.1360 2.2374
H 0.9943 1.1703 0.9851
H 3.5881 -0.3022 0.3736
H 3.6773 1.4520 0.4785
H 3.5376 2.0049 -3.6396
H 3.9031 4.3846 -4.2113
H 3.1780 6.1473 -2.6421
H 2.0855 5.5685 -0.5093
H 1.7206 3.2095 0.0993
H -3.5976 -2.4701 2.9892
H -4.0295 -4.8649 3.4450
H -2.2863 -6.5410 2.9510
H -0.1119 -5.8624 2.0053
H 0.3639 -3.4869 1.5681
Br -0.9648 -0.1840 -3.9673
C -2.2592 -1.6370 -4.0014
Br -2.4167 -2.2903 -2.1698
H -1.8815 -2.4372 -4.6296
H -3.2204 -1.2473 -4.3149
Cl -5.0257 4.5009 -2.8421
Ge -5.2385 3.5785 -1.0345
Cl -6.8291 2.3468 -0.6838
Cl -3.8355 3.8653 0.4384

***

No. 4
85
Properties=species:S:1:pos:R:3 method="wB97M-V/def2-TZVPD" largest_force_ev_per_a=2.49 energy_ev=-3045282.8497 e_homo_ha=-0.367
O -6.2999 -0.2276 0.3414
N -5.5730 -0.9773 -0.1854
O -5.7825 -2.3083 0.1998
C -4.5533 -3.0479 0.0008
Si -3.5203 -2.8536 1.5811
C -2.6170 -1.1936 1.6846
C -1.5593 -0.8574 0.6878
O -0.8472 0.1225 0.6955
Br -1.2582 -2.1526 -0.7203
H -4.0717 -2.6817 -0.8898
H -4.8410 -4.0750 -0.1436
H -4.5024 -2.8799 2.6847
H -2.5581 -3.9599 1.7978
H -2.1029 -1.1346 2.6338
H -3.3266 -0.3778 1.6642
C -7.8263 -5.5707 0.6994
Br -7.6094 -5.0946 -1.1524
Br -6.2068 -6.3465 1.3838
Br -8.4496 -4.0908 1.7517
H -8.5866 -6.3341 0.7432
C 2.2339 0.2091 -1.3540
Br 1.3047 0.9179 -2.8795
Br 2.7766 -1.6158 -1.6413
Br 3.7490 1.2934 -0.8790
H 1.5352 0.2198 -0.5287
C -7.5482 3.6861 1.1449
Br -7.7368 3.4597 -0.7538
Br -6.3051 5.0864 1.5723
Br -9.2489 3.9657 1.9953
H -7.1386 2.7672 1.5381
C -3.0496 -9.2048 0.6127
Br -4.8549 -9.8263 0.8165
Br -2.7213 -7.6025 1.6295
Br -1.7806 -10.5738 1.0600
H -2.9092 -8.9623 -0.4288
C -0.9274 3.4855 -5.2477
Br -0.1980 2.4782 -6.7147
Br -0.6085 5.3676 -5.4614
Br -2.7944 3.1119 -4.9861
H -0.4114 3.1750 -4.3519
C -10.1487 2.6581 -4.0125
Br -11.1700 1.9510 -5.4769
Br -8.4613 1.7566 -3.8316
Br -9.9112 4.5570 -4.1643
H -10.7078 2.4741 -3.1084
C 7.9565 2.9056 -0.1981
Br 7.8007 2.8797 -2.1094
Br 9.1118 4.3198 0.4003
Br 6.2318 3.0335 0.6386
H 8.3943 1.9673 0.1060
C 0.7234 3.5754 1.8295
Br 0.8777 4.0934 -0.0149
Br 2.2518 2.5567 2.3914
Br 0.4085 5.0931 2.9646
H -0.1297 2.9265 1.9063
C -1.5154 8.6428 4.0027
Br -1.2426 7.3068 5.3609
Br -0.0376 8.7422 2.7798
Br -3.1689 8.3453 3.0765
H -1.5827 9.5958 4.5026
C -1.6881 -6.8581 5.9636
Br -2.2225 -5.6348 4.5803
Br -3.2120 -7.6691 6.8024
Br -0.4675 -8.1766 5.2872
H -1.1682 -6.2857 6.7152
C 10.2831 -1.1565 0.4636
Br 9.8725 -1.3099 -1.4077
Br 11.6643 0.1423 0.7651
Br 8.7026 -0.7529 1.4810
H 10.6567 -2.1125 0.7953
C 3.1344 1.1250 -9.5143
Br 1.2740 0.6807 -9.3203
Br 3.6246 2.5880 -8.3726
Br 4.2534 -0.4075 -9.2215
H 3.2823 1.4441 -10.5336
C 5.4445 -1.4424 4.0848
Br 5.1496 -0.0790 2.7623
Br 3.8194 -1.8869 5.0047
Br 6.2651 -3.0139 3.3391
H 6.1227 -1.0332 4.8172
C 13.5376 3.2547 -0.5352
Br 13.6173 3.5348 -2.4317
Br 15.0858 2.3109 0.1081
Br 13.2676 4.9021 0.4138
H 12.6782 2.6305 -0.3434

***

No. 5
44
Properties=species:S:1:pos:R:3 method="wB97M-V/def2-TZVPD" largest_force_ev_per_a=1.69 energy_ev=-49877.0128 e_homo_ha=-0.324
C 3.3745 -0.2988 -2.6475
C 2.6398 0.0503 -1.3581
C 2.8096 1.5237 -0.9902
C 2.0882 1.8307 0.3225
C 2.2699 3.2876 0.7323
C 2.6230 0.8998 1.4134
N 2.4678 -0.4883 1.0244
C 1.6026 -1.2588 1.6986
O 0.9956 -0.8857 2.6862
C 1.4371 -2.7107 1.2560
S 0.4881 -2.9345 -0.2964
C -0.6596 -1.6425 -0.1337
N -0.4135 -0.3745 -0.0325
N -1.5961 0.2464 0.0397
C -2.5221 -0.6663 -0.0340
C -3.9494 -0.4595 -0.0029
C -4.4496 0.8342 0.1509
C -5.8118 1.0470 0.1890
C -6.6767 -0.0340 0.0732
Cl -8.3792 0.2313 0.1215
C -6.1907 -1.3250 -0.0801
C -4.8271 -1.5369 -0.1176
O -1.9821 -1.9036 -0.1501
C 3.1536 -0.8179 -0.2018
H 3.2231 -1.3446 -2.9050
H 4.4428 -0.1214 -2.5391
H 3.0078 0.3126 -3.4680
H 1.5720 -0.1523 -1.4810
H 2.4078 2.1505 -1.7880
H 3.8742 1.7540 -0.8870
H 1.0235 1.6183 0.1952
H 1.7410 3.4903 1.6599
H 1.8793 3.9483 -0.0377
H 3.3239 3.5169 0.8793
H 2.0760 1.0448 2.3454
H 3.6882 1.0949 1.5853
H 0.8826 -3.2268 2.0412
H 2.3901 -3.2121 1.0956
H -3.7541 1.6529 0.2407
H -6.2087 2.0426 0.3088
H -6.8766 -2.1527 -0.1676
H -4.4365 -2.5361 -0.2354
H 3.0273 -1.8693 -0.4513
H 4.2243 -0.6245 -0.0544

***

No. 6
59
Properties=species:S:1:pos:R:3 method="wB97M-V/def2-TZVPD" s2=0.765 charge=+2 spin_multiplicity=2 largest_force_ev_per_a=2.81 energy_ev=-106973.3588 e_homo_ha="-0.561 / -0.562"
Mo 10.8297 13.5298 11.4044
F 14.5152 12.9855 9.1757
C 15.2922 13.4848 10.1145
F 15.8208 12.5269 10.8465
F 16.2780 14.2025 9.5800
S 14.1799 14.5098 11.2713
O 13.1163 13.5095 11.5722
O 14.9100 14.9779 12.3591
N 13.5975 15.6649 10.2782
S 12.0629 15.7350 10.3438
O 11.4387 15.6768 11.6942
O 11.3781 14.5905 9.6313
C 11.6675 17.3396 9.4125
F 11.8563 17.1011 8.1475
F 12.5023 18.2248 9.9550
F 10.4344 17.6993 9.6521
C 9.6055 7.4344 12.7400
C 10.6840 8.2424 12.0971
O 10.3535 9.6356 12.1499
P 10.0759 10.4614 10.8582
S 8.9780 12.1352 11.2902
S 11.6801 11.5242 10.2370
O 9.5452 9.4229 9.8602
C 9.1282 9.7341 8.4655
C 9.6394 8.6067 7.6011
H 10.0079 6.4246 12.7800
H 8.7561 7.4085 12.0400
H 9.3084 7.8232 13.7046
H 10.9404 8.0275 11.0724
H 11.5831 8.1913 12.6567
H 9.6917 10.6747 8.2181
H 8.0724 9.8461 8.4464
H 10.7286 8.5626 7.7000
H 9.5095 8.8608 6.5232
H 9.2495 7.6474 7.8143
N 10.7658 11.6343 18.4405
C 10.7776 12.0681 17.3695
C 10.9142 12.5484 15.9718
C 10.5646 13.8545 15.6806
C 10.6214 14.3388 14.3964
C 11.1192 13.4714 13.3928
C 11.6493 12.2065 13.7251
C 11.4388 11.7218 15.0160
H 10.1450 14.4244 16.4807
H 10.3140 15.3406 14.1505
H 12.1694 11.6087 13.0121
H 11.7896 10.7155 15.3400
C 6.0744 16.0652 12.6763
N 7.1323 15.5301 11.8609
C 7.3137 15.7845 10.5505
C 8.5287 15.3076 10.1944
N 9.0710 14.6222 11.3028
C 8.1449 14.7877 12.2823
H 6.1202 17.1502 12.7411
H 6.1869 15.6306 13.6462
H 5.0896 15.6873 12.2890
H 6.6009 16.2979 9.8608
H 9.0027 15.1738 9.2043
H 8.1721 14.3289 13.2751